This record from the Open Molecules 2025 dataset describes C4H6N2 in the gas phase in a non-equilibrium geometry. The level of theory is wB97M-V/def2-TZVPD.

Molecular weight: 82.11 g/mol
Energy relative to the best compared isomer or geometry (same formula, charge and spin): 70.4 kcal/mol
Frontier orbital gap: 9.61 eV
E: -7222.538 eV

Structure (XYZ):
```
12
Properties=species:S:1:pos:R:3:forces:R:3:lowdin_charge:R:1
C 1.3684 -0.1926 0.0693 0.0 0.0 0.1 -0.039
C -0.0710 0.2133 -0.2519 0.0 0.0 -0.2 -0.382
C -1.6947 -1.4824 0.4439 0.9 0.5 0.3 0.022
N -1.1363 -0.3043 0.6406 -0.5 -0.4 -0.2 -0.105
C -0.2443 1.6594 -0.4140 -0.2 1.1 -0.3 -0.178
N -0.4589 2.7804 -0.5941 0.3 -0.9 0.3 0.164
H 1.9877 -0.0113 -0.8182 -0.1 0.0 0.3 0.091
H 1.4067 -1.2631 0.2964 -0.1 0.2 0.0 0.083
H 1.7784 0.3718 0.9099 -0.1 -0.1 -0.1 0.086
H -0.3454 -0.2242 -1.2089 0.2 0.1 -0.2 0.134
H -0.9981 -1.9242 -0.3182 -0.6 -0.3 0.1 0.005
H -1.5924 0.3773 1.2453 0.2 -0.2 0.0 0.120
```
Forces are in eV/Å.